Record 1
Here is C4H5N3 in the gas phase in a non-equilibrium geometry from OMol25. Energies are from wB97M-V/def2-TZVPD.

CARTESIAN COORDINATES (ANGSTROEM)
H1 3.093 -0.844 0.096
N1 2.342 -0.222 0.155
C1 1.318 -0.824 -0.264
N2 0.138 -0.121 -0.376
C2 -0.314 1.239 -0.261
C3 -0.949 0.192 0.524
C4 -2.195 -0.431 0.119
N3 -3.274 -0.658 -0.232
H2 1.188 -1.902 -0.467
H3 0.366 1.951 0.219
H4 -0.823 1.664 -1.060
H5 -0.889 -0.044 1.547

Output
structure (SMILES): [H]/N=C/N1C[C@H]1C#N
Kohn-Sham gap: 10.64 eV
total charge: 0

Record 2
Here is a molecular structure, C49H38BiIN3P2SSbSe4 from OMol25. Energies are from wB97M-V/def2-TZVPD.

CARTESIAN COORDINATES (ANGSTROEM)
Bi1 -0.339 -0.767 -0.411
I1 0.668 3.116 -0.905
C1 -0.410 4.827 -0.301
C2 0.403 5.925 -0.256
C3 -0.110 7.216 -0.015
C4 -1.448 7.375 0.130
C5 -2.324 6.260 0.094
C6 -3.711 6.506 0.216
C7 -4.609 5.485 0.185
C8 -4.132 4.168 0.091
C9 -2.798 3.864 -0.007
P1 -2.403 2.047 0.088
C10 -3.282 1.496 -1.433
C11 -3.125 2.303 -2.568
C12 -3.590 1.895 -3.808
C13 -4.226 0.666 -3.945
C14 -4.382 -0.145 -2.833
C15 -3.903 0.258 -1.590
C16 -3.392 1.644 1.582
C17 -2.868 2.206 2.753
C18 -3.437 1.948 3.988
C19 -4.536 1.100 4.080
C20 -5.060 0.536 2.930
C21 -4.495 0.807 1.687
C22 -1.831 4.926 -0.070
H1 1.463 5.807 -0.434
H2 0.562 8.064 0.014
H3 -1.879 8.359 0.270
H4 -4.040 7.532 0.329
H5 -5.672 5.673 0.261
H6 -4.848 3.356 0.132
H7 -2.639 3.269 -2.481
H8 -3.457 2.539 -4.669
H9 -4.588 0.343 -4.913
H10 -4.860 -1.112 -2.926
H11 -3.974 -0.433 -0.764
H12 -2.007 2.866 2.690
H13 -3.023 2.403 4.879
H14 -4.979 0.885 5.044
H15 -5.913 -0.128 2.991
H16 -4.935 0.358 0.811
Se1 -1.837 -5.247 -2.480
Sb1 -0.422 -4.664 -0.474
Se2 -2.223 -2.271 0.354
Se3 1.125 -2.780 -1.282
Se4 0.333 -6.242 -2.396
C23 4.934 1.781 -3.590
C24 5.641 1.994 -2.412
C25 5.150 1.522 -1.202
C26 3.938 0.836 -1.154
C27 3.230 0.641 -2.341
C28 3.726 1.100 -3.555
P2 3.169 0.128 0.351
C29 4.016 -1.493 0.501
C30 3.921 -2.173 1.718
C31 4.404 -3.466 1.849
C32 4.983 -4.105 0.758
C33 5.081 -3.439 -0.453
C34 4.597 -2.142 -0.582
C35 3.968 1.057 1.723
C36 3.235 2.079 2.326
C37 3.771 2.828 3.367
C38 5.054 2.561 3.820
C39 5.796 1.545 3.230
C40 5.258 0.799 2.193
H17 5.326 2.145 -4.531
H18 6.585 2.524 -2.436
H19 5.711 1.698 -0.292
H20 2.287 0.099 -2.317
H21 3.172 0.922 -4.469
H22 3.470 -1.682 2.575
H23 4.327 -3.976 2.801
H24 5.353 -5.118 0.855
H25 5.526 -3.931 -1.309
H26 4.667 -1.643 -1.541
H27 2.234 2.293 1.973
H28 3.183 3.613 3.826
H29 5.475 3.138 4.634
H30 6.798 1.332 3.582
H31 5.841 0.002 1.748
S1 0.492 -1.704 4.430
C41 0.205 -0.046 4.131
C42 0.246 0.189 2.799
N1 0.501 -0.923 2.026
C43 0.644 -1.985 2.762
H32 0.020 0.653 4.930
H33 0.083 1.143 2.313
H34 0.834 -2.968 2.351
N2 -0.187 -0.574 -8.249
C44 -0.361 -0.589 -7.114
C45 -0.572 -0.590 -5.681
C46 -0.174 0.507 -4.928
C47 -0.378 0.461 -3.561
N3 -0.937 -0.586 -2.950
C48 -1.330 -1.628 -3.682
C49 -1.165 -1.675 -5.054
H35 0.289 1.366 -5.392
H36 -0.082 1.291 -2.928
H37 -1.770 -2.459 -3.142
H38 -1.472 -2.549 -5.610

Output
Kohn-Sham gap: 6.67 eV
total charge: 0

Record 3
Here is C5H6 in the gas phase in a non-equilibrium geometry from OMol25. Energies are from wB97M-V/def2-TZVPD.

CARTESIAN COORDINATES (ANGSTROEM)
C1 -1.734 -0.503 -1.125
C2 -0.959 -0.131 -0.013
C3 0.433 0.137 0.101
C4 1.638 0.239 -0.326
C5 1.440 0.997 0.912
H1 -2.795 -0.624 -0.929
H2 -1.352 -0.639 -2.072
H3 -1.523 -0.225 0.866
H4 2.308 0.220 -1.220
H5 1.633 0.582 1.829
H6 1.228 2.049 0.893

Output
structure (SMILES): C=CC1=CC1
Kohn-Sham gap: 9.25 eV
total charge: 0

Record 4
Here is 2 unconnected molecules or ions with the total composition C26H54BrNP2 in a non-equilibrium geometry from OMol25. Energies are from wB97M-V/def2-TZVPD.

CARTESIAN COORDINATES (ANGSTROEM)
N1 3.024 3.962 1.426
C1 2.176 2.807 1.114
C2 2.848 1.449 1.341
C3 4.033 1.434 2.288
P1 5.649 1.899 1.375
Br1 6.883 1.091 3.368
C4 7.348 2.183 0.478
C5 7.142 2.162 -0.987
C6 6.876 3.331 -1.713
C7 6.600 3.302 -3.072
C8 6.571 2.091 -3.760
C9 6.832 0.921 -3.061
C10 7.113 0.957 -1.700
H1 2.455 4.799 1.437
H2 3.725 4.096 0.705
H3 1.310 2.879 1.783
H4 1.777 2.872 0.090
H5 3.158 1.017 0.379
H6 2.057 0.784 1.725
H7 3.884 2.070 3.161
H8 4.206 0.403 2.605
H9 5.710 3.205 1.978
H10 4.929 2.382 0.212
H11 5.691 0.527 0.856
H12 7.758 3.139 0.811
H13 8.012 1.378 0.786
H14 6.890 4.276 -1.180
H15 6.401 4.223 -3.608
H16 6.361 2.064 -4.822
H17 6.815 -0.030 -3.582
H18 7.320 0.040 -1.160
C11 -3.716 -1.730 4.128
C12 -4.638 -1.259 3.008
C13 -4.822 -2.310 1.913
C14 -3.617 -2.505 0.978
P2 -3.454 -1.357 -0.406
C15 -5.057 -1.324 -1.251
C16 -5.770 -2.648 -1.567
C17 -5.226 -3.490 -2.724
C18 -5.004 -2.717 -4.019
C19 -2.252 -2.066 -1.545
C20 -0.810 -2.378 -1.104
C21 0.171 -1.209 -1.008
C22 0.110 -0.230 -2.175
C23 -3.225 0.400 -0.038
C24 -1.952 0.990 0.584
C25 -1.449 0.369 1.894
C26 -1.775 1.213 3.124
H19 -2.725 -2.003 3.761
H20 -3.579 -0.952 4.876
H21 -4.138 -2.604 4.627
H22 -4.262 -0.324 2.586
H23 -5.619 -1.028 3.428
H24 -5.716 -2.093 1.323
H25 -5.009 -3.272 2.394
H26 -3.703 -3.477 0.478
H27 -2.682 -2.554 1.536
H28 -4.928 -0.713 -2.148
H29 -5.703 -0.736 -0.592
H30 -6.804 -2.382 -1.797
H31 -5.818 -3.265 -0.667
H32 -5.955 -4.282 -2.907
H33 -4.310 -4.011 -2.436
H34 -5.935 -2.272 -4.375
H35 -4.632 -3.377 -4.801
H36 -4.274 -1.913 -3.905
H37 -2.274 -1.468 -2.459
H38 -2.718 -3.020 -1.808
H39 -0.434 -3.085 -1.846
H40 -0.825 -2.923 -0.157
H41 1.177 -1.629 -0.962
H42 0.044 -0.680 -0.064
H43 0.352 -0.721 -3.120
H44 0.830 0.574 -2.028
H45 -0.873 0.236 -2.283
H46 -4.108 0.689 0.541
H47 -3.373 0.868 -1.019
H48 -2.158 2.050 0.751
H49 -1.160 0.974 -0.162
H50 -0.364 0.265 1.833
H51 -1.839 -0.641 2.026
H52 -1.241 2.162 3.076
H53 -1.469 0.711 4.041
H54 -2.843 1.433 3.199

Output
Kohn-Sham gap: 4.80 eV
total charge: 0